Below is a structure of composition C12H18CaCl2N6O8 at a distorted geometry, with properties calculated with ωB97M-V/def2-TZVPD.

Geometry (Å):
H1 3.3953 -0.6167 -4.6584
H2 3.3369 -2.1665 -3.8321
H3 -2.1346 2.9928 3.9804
C1 -0.2831 2.5052 -1.7381
N1 2.0047 -0.2834 -1.7997
C2 -0.3850 3.5451 -2.7337
H4 3.1825 3.8852 0.7504
H5 1.3483 -3.3048 4.3456
C3 -1.8444 1.9437 3.9944
C4 2.3372 -0.7210 -2.8036
C5 2.7829 1.9219 1.3510
C6 -4.8987 0.8492 0.7459
C7 0.6313 -3.6666 3.6073
H6 1.8646 -1.5038 -4.6534
C8 -0.8984 1.7575 2.8754
H7 1.0946 -4.4645 3.0317
H8 -5.1172 1.6197 1.4780
O1 0.7851 -2.8092 -0.6898
N2 2.4709 0.8565 1.0644
C9 3.1803 3.2952 1.6618
Cl1 -1.7744 -1.2855 -3.4189
O2 1.3280 -4.8452 0.3267
C10 2.7565 -1.2732 -4.0704
O3 2.7651 -2.9872 0.5149
N3 -0.1680 1.6108 2.0108
Cl2 1.8614 -3.6981 -0.3509
N4 -2.4590 -0.0621 0.7705
O4 -2.4067 -2.5605 -3.5592
Ca1 0.2910 -0.2939 0.0192
H9 -0.3081 -3.9358 4.0916
C11 0.2856 -2.5487 2.7581
O5 2.5675 -4.0653 -1.5382
H10 -1.4130 1.6428 4.9417
H11 -2.7102 1.3423 3.7161
C12 -3.5283 0.3408 0.7687
O6 -1.5125 -0.9657 -2.0175
O7 -2.5892 -0.2526 -3.9632
H12 0.3423 4.3226 -2.5053
N5 -0.2287 1.6638 -0.9714
H13 4.1574 3.2642 2.1421
N6 -0.0272 -1.7235 2.0268
H14 -5.6338 0.0533 0.8617
H15 -5.0454 1.2095 -0.2754
H16 -0.0421 3.0755 -3.6625
H17 2.5011 3.7344 2.3909
H18 -1.3998 3.8918 -2.8979
O8 -0.4628 -1.2902 -4.0867

Maximum force = 2.28 eV Å⁻¹
Total energy = -81527.705 eV
HOMO level = -8.64 eV
Relative energy (zero: lowest compared OMol25 entry of this formula, charge and spin) = 0.0 kcal/mol
Orbital gap = 0.30731 Ha
Total charge = 0
Lowest unoccupied orbital energy = -0.28 eV
Molecular weight = 485.29 g mol⁻¹